[1]
The following is a quantum chemistry calculation of C28H26N4O3PdS2 as an isolated structure, from OMol25.

The geometry in ORCA input format:
```
! RIJCOSX wB97M-V def2-TZVPD def2/J DEFGRID3
* xyz 0 1
Pd 0.55686 -0.63195 -1.03336
C -1.65584 -0.76875 1.91424
C -0.43494 0.01035 1.51194
N 0.71556 -0.56825 1.62704
N 1.87016 0.03445 1.67504
C 2.81196 0.11065 0.82674
S 2.84506 -0.55465 -0.77706
S 4.24576 1.01395 1.35554
C 3.41416 2.63695 1.65944
C 3.87226 3.67225 0.68634
C 3.61706 3.53775 -0.67456
C 4.03786 4.51085 -1.56306
C 4.71306 5.63075 -1.10336
C 4.97466 5.76885 0.24934
C 4.56216 4.79065 1.13694
C -0.55464 1.45845 1.23234
C -1.13884 2.26835 2.19904
C -1.18574 3.64095 2.05744
C -0.60964 4.23365 0.93944
C -0.03224 3.46175 -0.03686
C 0.00876 2.04865 0.05574
O 0.51826 1.38355 -0.93056
H -1.45854 -1.30785 2.83964
H -1.91874 -1.50235 1.15274
H -2.50304 -0.09785 2.04004
H 3.65206 2.91925 2.68244
H 2.34406 2.44985 1.57554
H 3.08916 2.66795 -1.03986
H 3.84246 4.39705 -2.61996
H 5.03846 6.39255 -1.79806
H 5.50596 6.63705 0.61454
H 4.77056 4.89845 2.19224
H -1.54204 1.80355 3.08684
H -1.66304 4.24335 2.81324
H -0.62734 5.30795 0.83514
H 0.42846 3.91225 -0.90146
O -5.91044 -2.94245 -0.85366
C -5.63114 -1.56365 -0.82886
C -4.16064 -1.32775 -1.02686
C -3.67614 -0.00015 -1.14916
C -2.33874 0.19225 -1.37816
N -1.44954 -0.80345 -1.41436
C -1.88694 -2.10755 -1.26026
C -3.27304 -2.36135 -1.12616
C -0.87344 -3.09475 -1.18126
C -1.11184 -4.48685 -1.13096
C -0.07974 -5.37775 -1.00156
C -0.35844 -6.85265 -0.86486
O -1.00434 -7.15165 0.35634
C 1.23786 -4.86805 -0.93196
C 1.42806 -3.51065 -1.01166
N 0.43136 -2.62795 -1.11106
H -6.86314 -3.07125 -0.84926
H -5.95184 -1.12375 0.13174
H -6.16814 -1.03345 -1.63016
H -4.34804 0.84135 -1.09516
H -1.95414 1.18985 -1.56146
H -3.64274 -3.37065 -1.05816
H -2.12484 -4.85235 -1.18086
H 0.57376 -7.42785 -0.95066
H -1.04744 -7.18935 -1.64496
H -0.44404 -6.84785 1.07814
H 2.08136 -5.52915 -0.81736
H 2.43636 -3.11165 -0.98796
*
```

For the total energy, the calculation gives -66710.3779 eV. Its HOMO energy is -0.2638 Ha. As for the frontier orbital gap: 5.723 eV.

From a Löwdin analysis of the wavefunction, the atomic charges in e read: 0.795, -0.021, -0.326, 0.030, -0.070, -1.090, 0.576, 0.870, -0.382, -0.302, -0.049, -0.081, -0.102, -0.094, -0.052, -0.143, -0.054, -0.111, -0.097, -0.029, -0.403, -0.248, 0.086, 0.053, 0.077, 0.073, 0.066, 0.098, 0.102, 0.096, 0.098, 0.107, 0.112, 0.090, 0.100, 0.109, -0.050, -0.211, -0.167, 0.023, -0.090, 0.003, -0.187, 0.052, -0.159, 0.060, -0.174, -0.215, -0.040, 0.023, -0.117, -0.025, 0.098, 0.139, 0.135, 0.125, 0.126, 0.114, 0.125, 0.123, 0.131, 0.097, 0.119, 0.060



[2]
The following is a quantum chemistry calculation of one molecule with the formula C4H4N4, from OMol25.

The geometry in ORCA input format:
```
! RIJCOSX wB97M-V def2-TZVPD def2/J DEFGRID3
* xyz 0 1
C 0.92301 1.30149 -0.75498
N 1.90045 0.88651 -0.04174
N 1.52397 -0.24451 0.72423
C 0.28237 -0.33595 0.56992
C -0.71349 -1.38262 0.77924
N -1.73128 -1.09852 0.02261
N -1.41498 -0.07557 -0.86735
C -0.35566 0.71158 -0.29648
H 1.13759 2.16178 -1.31778
H -0.66228 -2.19269 1.49039
H -2.22312 0.44893 -1.06432
H -1.01661 1.53962 0.24124
*
```

For the total energy, the calculation gives -10169.4778 eV. Its HOMO energy is -0.3480 Ha. The SMILES is C1=NN=C2C=NN[C@H]12. As for the frontier orbital gap: 9.054 eV.

From a Löwdin analysis of the wavefunction, the atomic charges in e read: -0.107, 0.042, 0.099, -0.296, -0.056, 0.047, -0.016, -0.232, 0.092, 0.112, 0.103, 0.212



[3]
The following is a quantum chemistry calculation of a 9-piece molecular cluster, C42H109N7O16 overall, from OMol25.

The geometry in ORCA input format:
```
! RIJCOSX wB97M-V def2-TZVPD def2/J DEFGRID3
* xyz 0 1
C -3.46796 3.88290 -8.08925
O -3.07605 5.14851 -7.56102
C -3.97982 6.20191 -7.90456
C -3.59085 7.41971 -7.05349
N -3.81858 7.23526 -5.63514
C -3.31505 8.29997 -4.78035
C -3.43028 7.81815 -3.29226
O -2.50742 6.68258 -3.02959
C -2.48517 6.39466 -1.67125
H -4.34794 3.36088 -7.71344
H -2.60364 3.24120 -7.91816
H -3.51012 3.88295 -9.17844
H -5.00198 5.92180 -7.64993
H -3.91734 6.34827 -8.98288
H -4.16555 8.26976 -7.42121
H -2.55224 7.65915 -7.28166
H -3.40752 6.37434 -5.30353
H -3.81367 9.20196 -5.13515
H -2.24758 8.43617 -4.95376
H -4.43705 7.53535 -2.98481
H -3.13503 8.68352 -2.69893
H -2.01511 7.16822 -1.06399
H -1.99679 5.42900 -1.54049
H -3.48899 6.13313 -1.33655
C -0.19892 -5.69009 -0.47376
O 1.19148 -5.75252 -0.72500
C 2.02718 -6.15864 0.29330
C 3.51012 -5.85445 -0.16806
N 4.51960 -6.53530 0.63750
C 4.69281 -5.98074 2.01859
C 5.73318 -6.90118 2.64813
O 6.01160 -6.58404 4.03359
C 7.01651 -5.61816 4.22172
H -0.70769 -6.65072 -0.55402
H -0.74614 -5.16472 -1.25648
H -0.43944 -5.10976 0.41700
H 1.67802 -7.18834 0.37024
H 1.72579 -5.66456 1.21697
H 3.69875 -4.80728 -0.40464
H 3.54266 -6.40367 -1.10901
H 5.42578 -6.47367 0.19580
H 3.71787 -6.04770 2.50138
H 5.12621 -4.98261 1.95553
H 6.66697 -7.03588 2.10222
H 5.32326 -7.91037 2.68820
H 7.07487 -5.26607 5.25164
H 6.82310 -4.72356 3.62980
H 7.97524 -6.10070 4.03177
C 1.31807 2.07442 1.39485
O 0.27739 1.24565 0.89829
C 0.49700 0.32970 -0.21611
C 0.67840 1.01393 -1.61732
N -0.54965 1.75193 -2.03902
C -1.60630 0.90919 -2.55639
C -2.96634 1.61850 -2.40533
O -3.30285 1.78731 -0.99166
C -4.55838 2.45841 -0.86603
H 2.18392 1.56989 1.82364
H 0.96421 2.59801 2.28295
H 1.66114 2.82728 0.68519
H -0.31281 -0.39966 -0.19747
H 1.28876 -0.28649 0.20997
H 0.98331 0.23414 -2.31522
H 1.52594 1.69465 -1.69741
H -0.88653 2.20241 -1.20016
H -1.65516 -0.06659 -2.07311
H -1.35290 0.73861 -3.60271
H -3.79547 1.08321 -2.86805
H -2.89120 2.64940 -2.75130
H -4.76609 2.52546 0.20189
H -5.32278 1.85382 -1.35414
H -4.61159 3.47917 -1.24463
C -5.39589 2.73705 14.38818
O -4.30785 2.39588 13.59016
C -3.04241 2.87725 14.00790
C -2.07937 2.55301 12.90952
N -2.05513 3.59092 11.88227
C -1.20927 3.28361 10.77564
C -1.16950 4.39442 9.73532
O 0.02190 5.02682 9.93464
C 0.37593 6.05113 9.08741
H -6.34834 2.23431 14.22031
H -5.57004 3.80461 14.25368
H -5.07696 2.48987 15.40075
H -2.75152 2.28914 14.87830
H -3.08996 3.92859 14.29168
H -2.23319 1.58997 12.42270
H -1.04706 2.51537 13.25739
H -2.95244 3.60138 11.41879
H -1.64121 2.41933 10.27112
H -0.17539 3.00349 10.97744
H -1.92999 5.11457 10.03724
H -1.16952 3.97676 8.72852
H 0.45104 5.74753 8.04324
H 1.37396 6.42911 9.30911
H -0.34680 6.86591 9.13088
C -2.42044 -3.10770 -7.54663
O -3.78513 -2.95649 -7.78783
C -4.49114 -4.17249 -7.92200
C -5.80992 -3.91090 -8.61317
N -6.66897 -3.05355 -7.76498
C -8.07071 -3.03714 -8.08453
C -8.85368 -1.88389 -7.46543
O -8.33202 -0.64925 -7.91209
C -8.84972 0.44634 -7.23568
H -1.82519 -2.19944 -7.45259
H -1.97946 -3.76946 -8.29209
H -2.30367 -3.66895 -6.61956
H -4.55143 -4.75551 -7.00299
H -4.01877 -4.80024 -8.67757
H -6.28571 -4.87920 -8.76843
H -5.73233 -3.43014 -9.58835
H -6.30453 -2.11488 -7.84344
H -8.59303 -3.97709 -7.90628
H -8.06388 -2.87230 -9.16198
H -8.90112 -2.01271 -6.38411
H -9.87883 -1.94601 -7.83057
H -8.40770 1.33709 -7.68210
H -8.56262 0.40105 -6.18515
H -9.93826 0.49604 -7.26234
C -4.45340 -0.11720 7.17830
O -4.36956 -0.22386 5.73395
C -3.02867 -0.43771 5.16079
C -2.51279 -1.86730 5.48325
N -1.68971 -1.83497 6.72214
C -1.12083 -3.14028 7.07951
C -0.09335 -3.03217 8.18545
O 1.03916 -2.20009 7.91013
C 1.87220 -2.68092 6.82121
H -5.49322 -0.29195 7.45459
H -4.20401 0.90834 7.45066
H -3.83541 -0.79594 7.76611
H -2.37470 0.38138 5.45997
H -3.04685 -0.28283 4.08200
H -1.99004 -2.36332 4.66546
H -3.34054 -2.56790 5.59319
H -0.96669 -1.13838 6.61213
H -0.75336 -3.70946 6.22562
H -1.96753 -3.73887 7.41551
H 0.28220 -3.97736 8.57747
H -0.53536 -2.56974 9.06798
H 1.94219 -3.76861 6.81002
H 2.86940 -2.24287 6.77857
H 1.44308 -2.36608 5.86999
C 12.79543 -5.47818 -4.77452
O 12.01539 -4.29284 -4.77684
C 11.56085 -4.02412 -6.10306
C 10.68828 -2.73076 -5.99671
N 9.39032 -3.08800 -5.42590
C 8.60114 -1.88976 -5.33347
C 8.86742 -0.93363 -4.15574
O 8.41861 -1.54602 -2.99082
C 9.10915 -1.09694 -1.86900
H 12.90001 -5.73241 -3.71975
H 13.74351 -5.40204 -5.30691
H 12.32983 -6.33467 -5.26208
H 10.91891 -4.83212 -6.45397
H 12.45808 -4.01964 -6.72198
H 10.65730 -2.33651 -7.01244
H 11.17869 -1.89424 -5.49889
H 9.56717 -3.32479 -4.46011
H 7.56563 -2.17416 -5.14657
H 8.60922 -1.39874 -6.30658
H 8.31606 -0.00115 -4.27650
H 9.89626 -0.57394 -4.17043
H 8.46612 -0.36887 -1.37450
H 10.06868 -0.62397 -2.07805
H 9.19269 -1.84195 -1.07775
O 2.19485 7.66814 -2.31771
H 2.24749 8.62199 -2.25742
H 1.29087 7.46216 -2.07971
O 1.48889 3.41024 -6.74262
H 0.74043 3.30175 -7.32937
H 1.17060 3.11312 -5.89018
*
```

For the total energy, the calculation gives -88498.1074 eV. Its HOMO energy is -0.3123 Ha. The SMILES is COCCNCCOC.COCCNCCOC.COCCNCCOC.COCCNCCOC.COCCNCCOC.COCCNCCOC.COCCNCCOC.O.O. As for the frontier orbital gap: 8.731 eV.

Löwdin population analysis, charges in e, atoms 1 to 99: -0.115, -0.195, -0.210, -0.220, -0.078, -0.194, -0.158, -0.198, -0.150, 0.086, 0.078, 0.081, 0.118, 0.119, 0.116, 0.116, 0.101, 0.118, 0.111, 0.116, 0.108, 0.088, 0.084, 0.079, -0.108, -0.212, -0.229, -0.176, -0.086, -0.178, -0.211, -0.201, -0.127, 0.085, 0.081, 0.086, 0.126, 0.105, 0.116, 0.113, 0.101, 0.118, 0.110, 0.119, 0.121, 0.084, 0.079, 0.085, -0.121, -0.217, -0.164, -0.170, -0.063, -0.217, -0.179, -0.210, -0.114, 0.077, 0.082, 0.081, 0.109, 0.110, 0.110, 0.102, 0.088, 0.108, 0.115, 0.116, 0.115, 0.088, 0.082, 0.074, -0.121, -0.205, -0.217, -0.207, -0.069, -0.233, -0.238, -0.192, -0.130, 0.087, 0.087, 0.084, 0.119, 0.128, 0.122, 0.123, 0.111, 0.110, 0.130, 0.127, 0.127, 0.083, 0.090, 0.087, -0.124, -0.184, -0.235



[4]
The following is a quantum chemistry calculation of one molecule with the formula C2H5N5O, from OMol25.

The geometry in ORCA input format:
```
! RIJCOSX wB97M-V def2-TZVPD def2/J DEFGRID3
* xyz 0 1
H 1.55532 2.36485 -1.08426
N 0.46925 2.16090 -1.45083
C 0.25683 1.06595 -0.79796
N -0.80535 0.06316 -0.84176
C -0.50702 -0.88419 -0.02449
N -1.16680 -2.00748 -0.15517
N 0.58724 -0.64724 0.87805
O -0.27279 0.18401 1.73826
N 1.33231 0.17519 -0.00420
H -2.09965 -1.87353 -0.77176
H -1.27963 -2.53815 0.71374
H 0.52588 0.36977 2.61976
H 2.06503 0.90276 0.56850
*
```

For the total energy, the calculation gives -11647.6716 eV. Its HOMO energy is -0.3483 Ha. The SMILES is [H]/N=c1/nc(N)n(O)[nH]1. As for the frontier orbital gap: 9.639 eV.

From a Löwdin analysis of the wavefunction, the atomic charges in e read: 0.111, 0.097, -0.398, 0.126, -0.550, 0.155, -0.132, -0.135, -0.003, 0.194, 0.114, 0.242, 0.180



[5]
The following is a quantum chemistry calculation of C26H26N5O3PdSSi as an isolated structure, from OMol25.

The geometry in ORCA input format:
```
! RIJCOSX wB97M-V def2-TZVPD def2/J DEFGRID3
* xyz 1 1
Pd -0.10136 0.17854 -0.16289
O 6.30970 -4.11309 -2.41390
C 4.96636 -4.17288 -2.44143
O 4.40291 -5.18729 -2.72595
C 4.21631 -2.92046 -2.08273
C 2.93929 -2.76933 -2.61554
C 2.16619 -1.67741 -2.27624
C 2.67376 -0.71889 -1.40343
C 3.93971 -0.86873 -0.85212
C 4.70935 -1.96982 -1.19899
N 1.83389 0.35856 -1.03514
C 2.26285 1.55244 -0.99284
C 1.35492 2.58511 -0.51976
C 1.65865 3.92819 -0.46347
C 0.70860 4.80797 0.03405
C -0.50967 4.31558 0.46423
C -0.75091 2.95381 0.39044
N 0.16557 2.12224 -0.09828
H 6.62508 -3.20785 -2.31278
H 2.56505 -3.53411 -3.28501
H 1.16742 -1.54983 -2.67526
H 4.30130 -0.15325 -0.12206
H 5.67957 -2.09860 -0.73119
H 3.27632 1.81923 -1.28786
H 2.62315 4.27794 -0.80824
H 0.92400 5.86684 0.08983
H -1.27051 4.96716 0.87156
H -1.66114 2.49391 0.74549
N -4.08530 -1.30202 -0.59886
C -4.58481 -0.10994 -1.08916
C -5.88008 0.34705 -1.31115
C -6.00333 1.61849 -1.83459
C -4.88074 2.40753 -2.13453
C -3.59849 1.94784 -1.91548
C -3.45677 0.66711 -1.37881
N -2.31492 -0.04993 -1.05646
C -2.73295 -1.19952 -0.59698
C -1.77448 -2.21113 -0.17595
C -1.95136 -3.52022 0.11494
S -0.45575 -4.25737 0.48662
C 0.34013 -2.78360 0.23711
N -0.45131 -1.80423 -0.10232
H -4.62664 -2.07572 -0.25378
H -6.75261 -0.25604 -1.08843
H -6.99183 2.01754 -2.02394
H -5.03478 3.39439 -2.55460
H -2.72541 2.54214 -2.15751
H -2.86903 -4.08891 0.11292
H 1.40590 -2.66284 0.37075
C 0.89580 -1.27496 3.18400
Si -0.15105 0.28544 3.02613
C -1.29717 0.43337 4.49884
C 1.07596 1.72385 3.07906
O -1.03798 0.25697 1.67344
H 1.40638 -1.32052 4.15141
H 1.67373 -1.30379 2.40765
H 0.28521 -2.18128 3.09902
H -0.73766 0.52805 5.43760
H -1.95600 -0.43478 4.59413
H -1.93836 1.31709 4.39945
H 1.58555 1.74499 4.04849
H 0.58895 2.69660 2.95029
H 1.85481 1.62242 2.31019
*
```

For the total energy, the calculation gives -63167.4873 eV. Its HOMO energy is -0.4048 Ha. As for the frontier orbital gap: 7.021 eV.

From a Löwdin analysis of the wavefunction, the atomic charges in e read: 1.025, 0.137, -0.481, 0.145, -0.125, 0.009, -0.019, -0.272, -0.005, -0.007, 0.005, -0.044, -0.239, 0.016, -0.018, -0.011, -0.090, -0.036, 0.107, 0.133, 0.120, 0.123, 0.126, 0.151, 0.128, 0.124, 0.124, 0.120, 0.191, -0.175, -0.007, -0.076, -0.079, -0.019, -0.211, 0.120, -0.276, -0.281, -0.302, 1.118, -0.445, -0.104, 0.170, 0.116, 0.109, 0.107, 0.108, 0.090, 0.091, -0.176, 0.237, -0.170, -0.172, -0.445, 0.036, 0.010, 0.022, 0.034, 0.030, 0.030, 0.036, 0.021, 0.014



[6]
The following is a quantum chemistry calculation of a 2-piece molecular cluster, C6H14N2 overall, from OMol25.

The geometry in ORCA input format:
```
! RIJCOSX wB97M-V def2-TZVPD def2/J DEFGRID3
* xyz 0 1
C 1.58461 -0.04577 -1.22320
C 0.47460 -0.72374 1.88984
C -1.72667 0.35583 0.98368
C -1.14467 -2.03955 0.31515
C 0.96867 2.27349 -1.88566
C -0.66277 -0.65810 0.80523
N 1.17045 1.28530 -0.84039
N 0.27901 0.21449 -0.86274
H 1.73051 -0.33097 -2.27116
H 2.26112 -0.45048 -0.51302
H 0.73302 0.29439 2.12114
H 0.07368 -1.23887 2.66047
H 1.34592 -1.34460 1.53033
H -2.62809 0.02836 0.51719
H -1.37035 1.23701 0.39725
H -1.83511 0.62673 1.98507
H -1.18414 -2.60356 1.29962
H -2.18803 -2.00370 -0.05922
H -0.54105 -2.55982 -0.37344
H 1.81337 2.56939 -2.33248
H 0.33599 1.93843 -2.67734
H 0.50994 3.17576 -1.46632
*
```

For the total energy, the calculation gives -9424.4304 eV. Its HOMO energy (spin up / spin down) is -0.2716 / -0.2716 Ha. As for the frontier orbital gap (spin up / spin down): 8.321 / 8.322 eV.

From a Löwdin analysis of the wavefunction, the atomic charges in e read: -0.231, -0.047, -0.069, -0.048, -0.095, -0.335, -0.153, -0.040, 0.108, 0.079, 0.075, 0.027, 0.095, 0.066, 0.092, 0.062, 0.101, 0.079, 0.054, 0.029, 0.069, 0.081



Among the records above, which one has the lowest total energy?
C42H109N7O16



Which of these has the lowest total energy?
C42H109N7O16



Which of these has the lowest total energy?
C42H109N7O16